(1)
{
  "formula": "C2H6ClN3O",
  "method": "ωB97M-V/def2-TZVPD",
  "relative_energy_kcal_mol": 17.47,
  "smiles": "N/N=C(/CCl)NO",
  "homo_lumo_gap_ev": 9.86,
  "symbols": ["H", "O", "H", "H", "N", "C", "C", "H", "H", "H", "Cl", "N", "N"],
  "xyz": [[-1.708, -1.692, -0.375], [0.638, 1.946, -0.436], [1.452, 1.473, -0.687], [2.531, -1.242, -0.587], [0.607, -0.961, -0.458], [-0.308, -0.183, 0.037], [-1.661, -0.792, 0.208], [-1.860, -1.020, 1.255], [-0.835, 1.576, 0.830], [2.105, -0.184, 0.591], [-2.893, 0.368, -0.451], [1.950, -0.394, -0.419], [-0.017, 1.105, 0.492]],
  "atomic_forces_ev_per_a": [[0.014, -0.303, -0.167], [-0.363, 0.268, -0.127], [-0.031, -0.235, 0.195], [-0.401, 1.090, -0.048], [-0.482, 1.074, 0.401], [1.912, -0.707, -0.801], [-0.054, 0.864, -0.117], [-0.279, 0.222, -0.068], [-0.115, 0.527, -0.155], [0.029, 0.105, -0.751], [0.069, -0.438, 0.387], [-0.354, -1.530, 0.926], [0.057, -0.938, 0.325]]
}



(2)
{
  "formula": "C2H6ClN5OP",
  "method": "ωB97M-V/def2-TZVPD",
  "relative_energy_kcal_mol": 105.98,
  "smiles": "Nc1nc(N)n(P(O)Cl)[nH+]1",
  "homo_lumo_gap_ev": 9.06,
  "total_charge": 1,
  "symbols": ["N", "C", "C", "Cl", "H", "N", "O", "P", "H", "H", "N", "H", "N", "N", "H", "H"],
  "xyz": [[-0.417, 0.564, 0.331], [-0.120, -0.876, -0.022], [1.890, 0.276, 0.162], [-2.592, 1.839, -1.496], [3.799, -0.505, -0.055], [1.372, -1.127, -0.148], [-3.242, 0.146, 1.027], [-2.040, 1.304, 0.529], [-1.064, -2.691, 0.458], [3.615, 0.997, -0.760], [3.393, 0.443, 0.109], [-1.481, -1.921, -1.187], [0.776, 1.276, 0.452], [-0.965, -1.946, -0.280], [0.889, 2.292, 0.663], [-3.814, -0.071, 0.218]],
  "atomic_forces_ev_per_a": [[0.586, -4.915, -1.464], [4.983, 1.117, -0.068], [-1.212, -2.499, -0.791], [0.498, -1.059, 1.470], [-0.766, 0.810, 0.330], [-4.167, 7.471, 2.395], [1.816, 1.276, -3.132], [-2.373, 0.860, 0.728], [0.120, 1.144, -1.568], [-0.209, -0.341, 1.322], [-3.703, 0.281, -1.167], [0.404, -0.344, 1.598], [3.805, -4.202, -1.237], [-0.241, 1.512, 0.378], [-0.498, -1.264, -0.279], [0.956, 0.152, 1.485]]
}



(3)
{
  "formula": "C2H6ClNO",
  "method": "ωB97M-V/def2-TZVPD",
  "relative_energy_kcal_mol": 78.10,
  "smiles": "[H]/N=C\\C.OCl",
  "homo_lumo_gap_ev": 10.51,
  "symbols": ["C", "N", "O", "H", "H", "Cl", "H", "C", "H", "H", "H"],
  "xyz": [[0.554, -0.544, -0.162], [-0.269, 0.304, 0.173], [-2.437, 1.152, 2.248], [1.468, -1.194, -1.979], [1.566, 0.670, -1.732], [-3.730, 0.065, 1.921], [-0.090, 1.290, 0.028], [1.710, -0.370, -1.109], [2.742, -0.405, -0.921], [-1.826, 0.697, 1.581], [0.312, -1.665, -0.047]],
  "atomic_forces_ev_per_a": [[1.531, -2.890, -1.501], [-2.245, 1.083, 1.959], [0.196, -1.763, -1.588], [0.847, 1.852, 2.064], [0.283, -2.297, 1.653], [0.016, 0.517, 0.426], [0.599, -0.009, -0.555], [-2.519, 1.184, -5.028], [1.144, -0.462, 1.098], [-0.013, 1.110, 0.968], [0.163, 1.676, 0.504]]
}



(4)
{
  "formula": "C2H6ClNO2P",
  "method": "ωB97M-V/def2-TZVPD",
  "relative_energy_kcal_mol": 31.08,
  "homo_lumo_gap_ev": 9.30,
  "total_charge": -1,
  "symbols": ["H", "O", "H", "H", "H", "H", "C", "N", "P", "C", "O", "Cl", "H"],
  "xyz": [[-0.101, -0.199, 0.466], [1.697, 1.177, 1.382], [-1.836, 1.718, -1.468], [-0.312, 1.053, -1.710], [-1.527, -1.096, 1.012], [1.444, -0.911, 0.098], [-1.094, -0.513, 0.232], [-1.749, -0.287, -0.844], [1.681, -0.310, 1.425], [-1.320, 0.709, -1.814], [1.026, -1.064, 2.514], [3.647, -0.821, 1.553], [-1.557, 0.546, -2.846]],
  "atomic_forces_ev_per_a": [[-0.334, 0.949, -0.477], [-0.519, -0.229, -0.542], [0.400, -1.946, -0.933], [1.238, -0.338, -0.053], [-0.486, -0.729, 0.310], [0.432, 0.426, 1.083], [-0.924, 0.452, -1.779], [-0.237, -0.214, 0.639], [0.706, 0.426, 0.144], [-0.745, 2.612, 2.241], [-0.669, -0.350, -0.211], [1.496, -0.517, -0.101], [-0.359, -0.541, -0.322]]
}



(5)
{
  "formula": "C2H6ClNO2P",
  "method": "ωB97M-V/def2-TZVPD",
  "relative_energy_kcal_mol": 7.89,
  "smiles": "CN(C)[P@@](=O)([O-])Cl",
  "homo_lumo_gap_ev": 8.83,
  "total_charge": -1,
  "symbols": ["H", "C", "O", "P", "Cl", "N", "H", "H", "H", "C", "H", "H", "O"],
  "xyz": [[0.104, -0.632, 1.461], [-0.096, 0.365, 1.062], [-2.736, -0.040, -1.685], [-2.354, 0.448, -0.373], [-2.802, -1.106, 0.953], [-0.609, 0.438, -0.247], [-0.370, -1.537, -1.181], [-0.798, 0.916, 1.640], [0.872, -0.031, -1.427], [-0.104, -0.488, -1.255], [0.749, 1.087, 1.090], [-0.577, -0.151, -2.210], [-3.058, 1.758, 0.281]],
  "atomic_forces_ev_per_a": [[0.086, 0.079, 0.013], [1.196, 1.615, 0.245], [-0.467, -0.470, -1.725], [-1.638, 5.307, 3.386], [-0.194, -0.590, 0.514], [-3.256, -0.954, -1.579], [0.774, -0.352, 0.533], [-0.779, -0.034, 1.118], [1.010, -1.623, 0.154], [-0.147, 2.869, -1.735], [0.458, -0.978, 0.282], [0.059, -0.531, 0.712], [2.896, -4.339, -1.919]]
}



(6)
{
  "formula": "C2H6ClO",
  "method": "ωB97M-V/def2-TZVPD",
  "relative_energy_kcal_mol": 31.04,
  "homo_lumo_gap_ev": 7.86,
  "total_charge": -1,
  "symbols": ["H", "O", "H", "H", "H", "Cl", "C", "H", "H", "C"],
  "xyz": [[-27.413, 15.494, 48.885], [-27.110, 13.787, 47.756], [-26.179, 14.179, 50.858], [-25.302, 14.013, 49.480], [-26.093, 12.509, 50.369], [-30.170, 14.118, 46.955], [-26.175, 13.785, 49.971], [-27.913, 13.888, 47.415], [-28.238, 13.979, 49.544], [-27.322, 14.267, 49.080]],
  "atomic_forces_ev_per_a": [[0.595, -2.771, 1.420], [5.113, -0.939, 3.565], [-0.121, 2.801, 4.996], [2.383, 0.240, -1.000], [-0.682, 3.535, -1.948], [0.079, 0.033, 0.053], [-1.459, -5.154, -2.632], [-5.960, 0.445, -3.306], [-1.055, -0.348, -0.256], [1.106, 2.157, -0.890]]
}



(7)
{
  "formula": "C2H6CsO2",
  "method": "ωB97M-V/def2-TZVPD",
  "relative_energy_kcal_mol": 87.64,
  "homo_lumo_gap_ev": 10.37,
  "total_charge": 1,
  "symbols": ["Cs", "H", "H", "H", "O", "H", "C", "C", "H", "O", "H"],
  "xyz": [[-1.135, 1.255, 2.845], [0.988, 0.692, -2.321], [-0.686, 0.607, -1.118], [-1.361, -0.728, 1.229], [0.976, -0.206, -1.982], [-0.633, -1.114, -1.125], [0.489, -0.087, 0.577], [-0.010, -0.234, -0.965], [1.059, -1.001, 0.742], [-0.722, -0.020, 1.343], [1.035, 0.836, 0.774]],
  "atomic_forces_ev_per_a": [[-2.380, 7.533, 8.750], [0.277, -0.002, -0.198], [-0.205, 0.165, 0.067], [0.158, -0.897, -0.809], [-0.185, -0.101, 0.968], [0.292, -0.388, 0.519], [-0.744, -1.736, -3.435], [0.304, 1.420, 0.398], [0.169, 0.322, 0.736], [2.268, -6.177, -6.911], [0.046, -0.139, -0.085]]
}



(8)
{
  "formula": "C2H6F2N2",
  "method": "ωB97M-V/def2-TZVPD",
  "relative_energy_kcal_mol": 29.31,
  "smiles": "CNNC(F)F",
  "homo_lumo_gap_ev": 10.25,
  "symbols": ["N", "H", "H", "H", "F", "H", "N", "F", "H", "C", "C", "H"],
  "xyz": [[-0.029, -1.252, -0.645], [1.324, -0.002, 0.275], [-0.399, -2.900, 0.807], [-0.029, 1.564, -0.978], [-0.815, -3.393, -1.076], [-0.248, 1.737, 0.815], [0.346, -0.201, 0.180], [-2.188, -2.088, 0.201], [-1.359, 0.791, -0.180], [-0.807, -2.352, -0.085], [-0.392, 1.094, -0.064], [-0.635, -0.920, -1.460]],
  "atomic_forces_ev_per_a": [[-1.952, -0.949, -1.535], [0.475, -0.730, -0.704], [-0.208, 1.326, -0.632], [-0.030, 0.274, -0.057], [-0.337, 2.008, 1.144], [-0.172, -0.127, -0.422], [-1.473, 1.589, 1.366], [2.042, -0.040, -0.704], [-2.816, -0.231, -0.135], [-0.051, -1.553, -0.086], [3.098, -1.117, 0.701], [1.423, -0.449, 1.064]]
}



(9)
{
  "formula": "C2H6F2N2",
  "method": "ωB97M-V/def2-TZVPD",
  "relative_energy_kcal_mol": 64.65,
  "homo_lumo_gap_ev": [9.49, 9.49],
  "symbols": ["H", "H", "C", "H", "N", "F", "H", "N", "C", "H", "F", "H"],
  "xyz": [[-0.220, 0.012, -2.014], [0.519, 1.208, -0.892], [-0.976, -0.095, 0.028], [-1.127, 0.611, 0.860], [-0.078, -1.149, 0.366], [-1.318, 1.625, -1.566], [-1.930, -0.539, -0.261], [0.846, -0.850, 1.160], [-0.403, 0.684, -1.170], [0.831, 0.001, 1.739], [2.343, 0.072, 0.357], [1.514, -1.581, 1.392]],
  "atomic_forces_ev_per_a": [[0.066, 0.049, 0.178], [-0.072, -0.326, -0.026], [-0.261, 0.857, -0.027], [-0.035, -0.096, -0.069], [1.541, -0.540, 0.804], [-0.592, 0.303, -0.063], [0.091, 0.058, 0.093], [-1.455, -0.128, -0.627], [0.635, -0.232, 0.043], [0.252, -0.211, -0.382], [-0.152, -0.015, 0.178], [-0.017, 0.281, -0.102]]
}



(10)
{
  "formula": "C2H6F2P2",
  "method": "ωB97M-V/def2-TZVPD",
  "relative_energy_kcal_mol": 0.00,
  "smiles": "FC[PH]#[PH]CF",
  "homo_lumo_gap_ev": 9.43,
  "symbols": ["H", "P", "H", "H", "C", "F", "H", "F", "H", "H", "C", "P"],
  "xyz": [[0.705, -0.495, -2.157], [0.286, 0.372, -1.083], [2.058, -1.366, 0.377], [1.784, -0.261, 2.464], [-1.637, 0.276, -1.364], [1.196, 1.286, 1.354], [-2.038, -0.748, -0.917], [-1.829, 0.421, -2.709], [-0.042, 0.404, 2.601], [-1.964, 1.248, -0.980], [0.847, 0.071, 1.976], [0.636, -1.208, 0.438]],
  "atomic_forces_ev_per_a": [[-0.443, 0.126, 0.363], [0.117, -0.124, -0.712], [-0.399, 0.321, -0.417], [-1.013, 0.057, 0.444], [1.396, -1.314, 1.175], [0.264, 0.210, 0.430], [0.241, 2.431, -1.041], [-0.310, -0.638, -0.777], [1.111, -1.398, -0.520], [-0.554, -0.725, 0.795], [-0.045, 0.454, -1.463], [-0.365, 0.602, 1.722]]
}



Number 1: M 123.54 g/mol, electronic energy -21208.9050 eV. Number 2: M 182.53 g/mol, electronic energy -33471.0080 eV. Number 3: M 95.53 g/mol, electronic energy -18228.1740 eV. Number 4: M 142.50 g/mol, electronic energy -29570.2936 eV. Number 5: M 142.50 g/mol, electronic energy -29571.2993 eV. Number 6: M 81.52 g/mol, electronic energy -16741.5319 eV. Number 7: M 194.97 g/mol, electronic energy -6804.9523 eV. Number 8: M 96.08 g/mol, electronic energy -10584.8786 eV. Number 9: M 96.08 g/mol, electronic energy -10583.3462 eV. Number 10: M 130.01 g/mol, electronic energy -26181.5579 eV.